1.
This record from the OMol25 dataset describes a molecular structure, C38H64N8OPSbSi3Ti. The level of theory is ωB97M-V/def2-TZVPD.

Its net charge is +3. The calculation puts the frontier orbital gap (alpha / beta) at 6.60 / 6.85 eV. The expectation value of S² is 0.75. Its multiplicity is 2. As for the HOMO energy (alpha / beta): -14.3362 / -14.3548 eV.

Geometry as XYZ:
```
117
Properties=species:S:1:pos:R:3:forces:R:3:mulliken_spin:R:1
Ti 0.451 -0.367 -0.046 -0.937 -0.671 1.442 0.86
C -2.117 -1.039 3.203 -0.015 -0.029 0.176 0.00
C -1.859 0.027 2.182 -0.085 -0.565 0.268 0.00
O -1.208 -0.210 1.127 0.205 0.395 -0.271 0.07
N -2.404 1.191 2.454 0.064 0.605 -0.096 0.00
C -2.445 2.389 1.604 0.223 -0.017 0.112 -0.01
C -1.238 3.304 1.673 0.180 -0.181 0.126 0.00
C -1.052 4.143 2.763 -0.099 0.006 0.105 0.00
C 0.037 5.002 2.771 -0.034 0.046 0.137 0.00
C 0.888 5.001 1.678 0.127 0.126 0.046 0.00
C 0.631 4.121 0.642 -0.103 -0.224 -0.132 0.00
N -0.399 3.264 0.632 -0.083 0.098 -0.005 0.00
H -1.505 -1.914 3.035 0.052 0.080 0.003 0.00
H -3.166 -1.338 3.143 0.012 0.001 0.002 0.00
H -1.937 -0.656 4.210 -0.040 -0.019 -0.045 0.00
H -2.895 1.240 3.334 -0.031 0.035 0.064 0.00
H -3.332 2.942 1.904 -0.087 -0.028 -0.044 0.00
H -2.547 2.055 0.584 -0.072 -0.086 -0.378 0.00
H -1.764 4.139 3.585 0.107 0.032 -0.099 0.00
H 0.205 5.670 3.610 -0.027 -0.065 -0.117 0.00
H 1.735 5.678 1.625 -0.119 -0.111 -0.004 0.00
H 1.279 4.097 -0.228 -0.003 -0.041 0.007 0.00
C 2.459 -3.493 -2.488 -0.049 0.148 -0.035 0.00
Sb 3.149 -2.370 -0.763 -0.098 0.255 -0.119 0.00
C 1.288 -2.183 0.433 0.456 0.090 0.715 -0.01
C 1.879 -2.315 1.851 0.184 -0.235 -0.001 -0.02
C 1.354 -1.690 2.981 0.086 -0.035 -0.045 0.01
C 1.907 -1.920 4.234 -0.110 0.116 0.007 0.00
C 2.985 -2.776 4.353 0.074 -0.033 0.128 0.00
C 3.470 -3.360 3.194 -0.093 0.037 -0.339 0.00
N 2.938 -3.133 1.989 -0.178 -0.041 0.007 0.00
Si 0.171 -3.735 0.215 -0.106 0.165 -0.106 0.00
C 1.183 -5.291 0.028 0.139 -0.169 -0.076 0.00
C -1.067 -3.530 -1.192 0.014 -0.184 -0.265 0.01
C -0.959 -3.908 1.689 -0.011 -0.058 0.288 0.00
C 3.572 -0.025 -1.359 -0.395 -0.491 0.280 0.04
C 3.355 0.561 -0.014 -0.119 0.040 0.076 -0.03
C 4.386 1.065 0.791 0.172 0.075 -0.104 0.00
C 4.136 1.612 2.029 0.088 0.069 0.098 0.00
C 2.827 1.671 2.507 0.251 0.152 0.195 -0.01
C 1.845 1.184 1.703 0.056 0.056 -0.441 0.04
N 2.075 0.647 0.475 1.276 0.592 0.496 0.00
Si 5.417 -0.478 -1.785 0.094 -0.125 -0.127 0.00
C 5.350 -1.764 -3.159 -0.129 -0.190 -0.132 0.00
C 6.303 -1.240 -0.312 0.199 0.021 0.139 0.00
C 6.465 0.921 -2.432 0.107 0.230 -0.066 0.00
Si 3.005 1.303 -2.621 0.067 0.272 -0.017 0.00
C 3.505 0.940 -4.386 0.192 -0.090 -0.205 0.00
C 1.184 1.836 -2.745 -0.067 -0.115 -0.136 0.02
C 3.821 2.891 -2.060 0.215 0.146 0.149 0.00
H 2.895 -4.482 -2.316 -0.072 0.094 -0.045 0.00
H 2.891 -3.105 -3.412 -0.107 -0.064 0.107 0.00
H 1.378 -3.609 -2.567 0.138 -0.006 -0.021 0.00
H 0.507 -1.035 2.885 -0.188 0.109 0.029 -0.01
H 1.494 -1.438 5.114 0.023 -0.031 -0.090 0.00
H 3.435 -2.990 5.316 -0.034 0.011 -0.126 0.00
H 4.315 -4.043 3.220 -0.077 0.074 -0.004 0.00
H 2.260 -5.098 0.048 -0.084 -0.095 0.028 0.00
H 0.945 -5.827 -0.899 0.037 0.077 0.131 0.00
H 0.967 -5.965 0.863 0.056 0.062 -0.114 0.00
H -0.642 -3.598 -2.199 -0.113 0.012 0.134 0.00
H -1.601 -2.579 -1.103 -0.092 -0.015 -0.010 0.00
H -1.808 -4.336 -1.103 0.127 0.141 0.006 0.00
H -0.444 -3.748 2.644 -0.123 -0.079 -0.118 0.00
H -1.360 -4.929 1.705 0.038 0.151 -0.028 0.00
H -1.809 -3.223 1.612 0.109 -0.178 -0.021 0.00
H 5.401 1.039 0.412 -0.105 0.029 0.072 0.00
H 4.952 2.008 2.627 -0.081 -0.080 -0.091 0.00
H 2.590 2.098 3.471 0.000 -0.027 -0.014 0.00
H 0.813 1.244 2.016 -0.218 -0.040 0.013 -0.03
H 5.401 -2.786 -2.760 0.015 0.161 -0.131 0.00
H 6.221 -1.633 -3.813 -0.141 -0.045 0.120 0.00
H 4.455 -1.693 -3.790 0.247 -0.034 0.103 0.00
H 6.605 -2.262 -0.565 -0.021 0.138 0.066 0.00
H 5.704 -1.298 0.599 0.102 -0.037 -0.034 0.00
H 7.219 -0.676 -0.083 -0.185 -0.102 -0.036 0.00
H 6.033 1.411 -3.311 0.164 -0.047 0.126 0.00
H 7.416 0.472 -2.746 -0.121 0.070 0.070 0.00
H 6.700 1.688 -1.684 -0.018 -0.122 -0.133 0.00
H 2.676 0.557 -4.992 0.131 0.022 0.076 0.00
H 4.349 0.251 -4.482 -0.174 0.170 -0.064 0.00
H 3.818 1.888 -4.844 -0.101 -0.160 0.050 0.00
H 0.670 1.322 -3.566 -0.005 0.071 0.134 0.00
H 1.196 2.906 -2.990 0.020 -0.154 0.040 0.00
H 0.591 1.721 -1.838 -0.134 0.130 0.130 0.00
H 4.911 2.822 -2.069 -0.180 0.093 0.026 0.00
H 3.530 3.170 -1.040 -0.039 0.011 -0.144 0.00
H 3.543 3.714 -2.730 0.007 -0.126 0.091 0.00
C 0.634 -1.604 -4.390 0.042 -0.034 -0.034 0.00
C 0.418 -1.234 -3.001 0.100 -0.542 -2.242 0.10
N 0.214 -0.872 -1.948 -0.337 0.143 0.157 -0.02
H 0.342 -2.639 -4.572 -0.008 0.013 0.102 0.00
H 1.695 -1.494 -4.622 -0.022 0.004 0.030 0.00
H 0.059 -0.947 -5.043 0.025 0.013 0.070 0.00
C -3.931 1.885 -4.730 0.058 -0.270 0.243 0.00
N -4.270 2.584 -3.399 0.104 -0.095 0.075 0.00
C -5.515 1.892 -2.805 0.209 -0.248 0.002 0.00
N -5.283 0.498 -2.660 -0.086 -0.075 0.040 0.00
C -4.959 -0.117 -3.949 0.220 0.266 0.181 0.00
N -3.752 0.489 -4.521 0.059 -0.078 -0.064 0.00
C -2.545 0.166 -3.756 -0.124 0.109 0.137 0.00
P -2.578 0.786 -1.986 -0.534 0.119 -0.350 -0.02
C -3.104 2.526 -2.443 0.028 -0.159 -0.019 0.00
C -4.310 0.166 -1.615 0.111 0.150 -0.158 0.00
H -3.029 2.349 -5.116 0.100 0.088 -0.027 0.00
H -4.761 2.073 -5.406 -0.129 0.040 -0.014 0.00
H -4.499 3.559 -3.590 0.010 0.070 -0.004 0.00
H -6.332 2.080 -3.496 -0.041 0.031 -0.100 0.00
H -5.725 2.367 -1.850 0.017 0.068 0.083 0.00
H -5.791 0.024 -4.637 -0.031 0.027 -0.018 0.00
H -4.798 -1.182 -3.809 -0.002 -0.040 -0.009 0.00
H -1.677 0.603 -4.256 0.022 -0.007 -0.031 0.00
H -2.416 -0.919 -3.742 -0.016 0.006 -0.021 0.00
H -2.254 3.034 -2.896 -0.008 0.088 -0.096 0.00
H -3.373 3.077 -1.544 -0.082 0.072 0.045 0.00
H -4.650 0.580 -0.663 -0.009 0.000 0.025 0.00
H -4.272 -0.918 -1.497 -0.027 -0.027 0.006 0.00
```
Forces are in eV/Å.

---

2.
This record from the OMol25 dataset describes a molecular structure, C38H65N2O4Sc. The level of theory is ωB97M-V/def2-TZVPD.

The calculation puts the frontier orbital gap at 8.08 eV. As for the HOMO energy: -7.7845 eV.

Geometry as XYZ:
```
110
Properties=species:S:1:pos:R:3:forces:R:3:lowdin_charge:R:1
Sc -1.485 -0.128 0.124 0.758 0.411 -0.303 0.97
C 0.208 -2.148 1.784 0.037 0.045 0.008 -0.06
N 0.510 -0.808 1.260 -0.427 0.027 -0.011 -0.30
C 0.763 0.110 2.377 0.027 -0.063 -0.025 -0.05
C 1.655 -0.881 0.340 0.000 -0.068 0.134 -0.15
C 1.784 0.359 -0.526 -0.053 0.078 -0.070 -0.12
N 0.527 0.706 -1.208 -0.093 -0.069 0.008 -0.17
C 0.405 0.071 -2.540 0.080 0.027 0.103 -0.13
C 0.581 -1.417 -2.570 0.200 0.040 -0.182 -0.16
C 1.634 -1.964 -3.283 0.028 -0.065 -0.004 0.01
C 1.820 -3.342 -3.347 0.018 0.117 0.034 -0.16
C 0.881 -4.119 -2.684 -0.103 -0.094 0.080 0.01
C -0.211 -3.622 -1.960 0.195 -0.260 -0.110 -0.07
C -0.331 -2.226 -1.879 -0.615 0.400 0.417 -0.27
O -1.254 -1.591 -1.137 0.333 -0.856 -0.645 -0.19
C -1.169 -4.672 -1.363 0.076 0.125 -0.034 -0.52
C -0.419 -5.564 -0.361 0.027 -0.024 0.042 -0.04
C -1.688 -5.554 -2.509 -0.056 -0.078 -0.046 -0.05
C -2.394 -4.099 -0.649 -0.092 -0.052 0.018 -0.06
C 2.978 -4.001 -4.100 -0.092 0.051 0.060 -0.56
C 3.844 -4.796 -3.117 0.039 -0.037 0.079 -0.05
C 3.861 -2.965 -4.795 0.049 0.046 -0.047 -0.07
C 2.422 -4.955 -5.163 -0.038 -0.050 -0.088 -0.05
C 0.426 2.165 -1.427 0.064 -0.079 0.010 -0.13
C 0.498 2.999 -0.184 0.224 0.135 -0.083 -0.15
C 1.502 3.949 -0.060 0.020 0.044 0.038 0.01
C 1.600 4.749 1.071 0.016 -0.027 -0.070 -0.16
C 0.635 4.552 2.051 -0.076 -0.006 0.121 0.01
C -0.400 3.615 1.980 0.116 0.232 0.086 -0.08
C -0.447 2.808 0.829 -0.472 -0.449 -0.058 -0.27
O -1.347 1.829 0.650 0.083 0.615 0.277 -0.23
C -1.383 3.584 3.167 0.087 -0.039 -0.074 -0.52
C -2.546 2.597 3.040 -0.066 0.010 0.021 -0.07
C -1.999 4.982 3.332 -0.063 0.084 0.031 -0.05
C -0.613 3.232 4.449 0.027 -0.049 0.058 -0.04
C 2.699 5.797 1.266 -0.071 -0.094 -0.003 -0.56
C 3.533 5.436 2.502 0.046 -0.041 0.068 -0.05
C 3.631 5.873 0.058 0.052 0.013 -0.061 -0.07
C 2.065 7.177 1.479 -0.053 0.087 -0.006 -0.05
H 1.047 -2.543 2.368 0.059 -0.014 0.015 0.10
H 0.008 -2.816 0.949 -0.022 -0.033 -0.013 0.07
H -0.680 -2.097 2.412 -0.017 -0.007 0.012 0.09
H 1.630 -0.225 2.960 0.026 -0.004 0.037 0.10
H -0.113 0.131 3.025 -0.018 0.016 -0.004 0.09
H 0.942 1.120 2.016 0.037 0.014 0.006 0.08
H 1.528 -1.768 -0.276 -0.006 -0.003 -0.043 0.11
H 2.578 -1.019 0.919 0.065 0.018 -0.010 0.14
H 2.596 0.208 -1.249 0.013 -0.016 -0.019 0.14
H 2.068 1.208 0.094 0.006 0.020 0.029 0.12
H 1.143 0.523 -3.217 0.031 0.009 -0.031 0.13
H -0.586 0.340 -2.913 -0.068 -0.044 -0.038 0.12
H 2.312 -1.285 -3.785 0.013 -0.024 -0.018 0.11
H 0.995 -5.197 -2.731 0.001 0.062 0.004 0.10
H 0.461 -6.035 -0.803 -0.039 0.016 -0.005 0.08
H -1.084 -6.357 -0.008 0.028 0.017 -0.006 0.09
H -0.090 -4.995 0.512 -0.009 0.010 -0.032 0.07
H -0.887 -6.112 -2.999 -0.032 0.027 0.022 0.07
H -2.188 -4.950 -3.270 0.013 -0.006 0.048 0.09
H -2.408 -6.279 -2.120 0.020 0.023 -0.020 0.09
H -2.142 -3.450 0.186 0.061 -0.001 0.005 0.06
H -2.985 -4.937 -0.266 -0.004 0.026 -0.013 0.09
H -3.026 -3.525 -1.327 0.057 0.004 -0.044 0.08
H 4.261 -4.142 -2.347 -0.013 -0.007 -0.030 0.09
H 4.672 -5.280 -3.642 -0.020 0.012 0.009 0.08
H 3.266 -5.575 -2.613 0.015 0.034 -0.028 0.08
H 4.318 -2.276 -4.079 -0.021 -0.038 -0.009 0.08
H 3.296 -2.375 -5.521 0.013 -0.036 0.019 0.09
H 4.668 -3.468 -5.331 -0.025 -0.003 0.018 0.08
H 1.825 -5.754 -4.716 0.027 0.042 -0.008 0.08
H 3.239 -5.422 -5.719 -0.013 0.008 0.013 0.08
H 1.786 -4.420 -5.872 0.024 -0.006 0.022 0.09
H -0.519 2.325 -1.952 -0.052 0.067 0.017 0.12
H 1.221 2.488 -2.114 0.021 0.002 -0.025 0.13
H 2.212 4.046 -0.873 0.004 0.006 0.010 0.11
H 0.687 5.170 2.943 0.004 -0.049 -0.072 0.10
H -3.179 2.814 2.179 0.056 0.036 -0.002 0.09
H -3.163 2.689 3.940 0.012 -0.012 -0.045 0.09
H -2.233 1.560 2.949 0.072 0.000 -0.004 0.06
H -2.539 5.278 2.430 0.019 -0.026 0.018 0.09
H -1.249 5.748 3.539 -0.029 -0.039 -0.010 0.07
H -2.707 4.976 4.165 0.028 0.007 -0.031 0.09
H -0.166 2.237 4.377 -0.019 0.020 -0.017 0.08
H -1.296 3.231 5.304 0.030 0.009 -0.028 0.09
H 0.189 3.943 4.659 -0.042 -0.020 -0.016 0.08
H 4.002 4.457 2.382 -0.015 0.033 -0.009 0.09
H 2.917 5.403 3.403 0.020 0.004 -0.037 0.08
H 4.321 6.178 2.661 -0.025 -0.019 -0.010 0.08
H 4.145 4.924 -0.119 -0.023 0.027 0.030 0.08
H 4.395 6.635 0.228 -0.032 -0.020 0.011 0.08
H 3.091 6.142 -0.854 0.006 0.006 0.045 0.09
H 1.428 7.193 2.366 0.031 -0.004 -0.040 0.08
H 1.451 7.460 0.621 0.028 -0.015 0.018 0.09
H 2.842 7.935 1.611 -0.022 -0.025 -0.001 0.08
C -4.787 0.071 2.308 -0.215 0.172 0.145 -0.04
C -4.102 -1.070 1.577 0.507 0.030 0.131 -0.69
C -4.172 -2.344 2.404 0.033 -0.181 0.127 -0.03
C -4.764 -1.293 0.225 -0.186 -0.019 -0.177 -0.03
O -2.730 -0.729 1.401 -0.781 -0.218 0.108 -0.26
H -5.853 -0.135 2.440 0.046 0.004 0.003 0.09
H -4.686 1.001 1.742 0.009 -0.072 0.007 0.08
H -4.340 0.224 3.294 -0.003 -0.027 -0.053 0.08
H -5.207 -2.618 2.627 0.025 0.020 -0.008 0.09
H -3.640 -2.205 3.349 -0.021 0.001 -0.029 0.09
H -3.707 -3.173 1.865 -0.014 0.043 0.022 0.07
H -5.763 -1.718 0.359 0.006 0.041 -0.018 0.09
H -4.182 -1.989 -0.379 0.033 0.006 0.044 0.06
H -4.867 -0.357 -0.330 0.071 -0.021 0.052 0.08
O -2.876 1.159 -1.331 0.062 0.082 0.337 -0.06
H -2.864 1.537 -2.215 0.022 -0.167 -0.026 0.08
H -2.535 1.849 -0.715 -0.098 0.119 -0.120 0.04
```
Forces are in eV/Å.

---

In hartree/bohr, the F_max values for the records above are, in order, 0.0449; 0.0218.
In eV, the energy above the lowest of the compared OMol25 structures with the same formula, charge and spin values for the records above are, in order, 0.000; 0.317.